One molecule with the formula C3H5FS. Source: the Open Molecules 2025 dataset; level of theory: wB97M-V/def2-TZVPD.

Values from the calculation:
Electronic energy = -615.3126 hartree
HOMO = -8.8 eV
Largest force on an atom = 2.94 eV/A
SMILES = CS/C=C\F
Multiplicity = 1
Lowest unoccupied orbital energy = 0.9 eV
Energy relative to the best compared isomer or geometry (same formula, charge and spin) = 15.30 kcal/mol

Positions of all 10 atoms, in Å:
S (0.5805, 0.9848, -0.5832)
F (-2.1262, 0.7853, 0.9385)
C (0.6364, -0.5241, -1.6104)
C (-1.0427, 0.3488, 1.5904)
C (0.1270, 0.4222, 1.0125)
H (1.0519, 0.1504, 1.5800)
H (0.9188, -0.0973, -2.6060)
H (1.4286, -1.1559, -1.3377)
H (-1.2032, -0.0043, 2.5923)
H (-0.3710, -0.9099, -1.5765)

Calculated atomic charges, method natural (NBO), unit e: atom 1 (S): 0.197, atom 2 (F): -0.325, atom 3 (C): -0.715, atom 4 (C): 0.253, atom 5 (C): -0.479, atom 6 (H): 0.222, atom 7 (H): 0.231, atom 8 (H): 0.212, atom 9 (H): 0.179, atom 10 (H): 0.225

***

One molecule with the formula C3H5FS2. Source: the Open Molecules 2025 dataset; level of theory: wB97M-V/def2-TZVPD.

Values from the calculation:
Electronic energy = -1013.4877 hartree
HOMO = -9.1 eV
Largest force on an atom = 5.02 eV/A
SMILES = F[C@@H](C=S)CS
Multiplicity = 1
Lowest unoccupied orbital energy = -0.8 eV
Energy relative to the best compared isomer or geometry (same formula, charge and spin) = 24.89 kcal/mol

Positions of all 11 atoms, in Å:
S (-0.4116, -0.0170, -1.9507)
S (1.5992, 1.8902, 0.2290)
F (0.0347, -1.4803, 1.1350)
C (-0.0123, -0.0911, 0.8173)
C (-1.0415, 0.0519, -0.2928)
C (1.2944, 0.3265, 0.5089)
H (-1.8743, -0.5665, -0.0683)
H (-0.5216, 0.3187, 1.7711)
H (2.1407, -0.3816, 0.1422)
H (0.1484, -1.1887, -2.0087)
H (-1.3561, 1.1379, -0.2832)

Calculated atomic charges, method natural (NBO), unit e: atom 1 (S): -0.001, atom 2 (S): 0.093, atom 3 (F): -0.386, atom 4 (C): 0.081, atom 5 (C): -0.553, atom 6 (C): -0.306, atom 7 (H): 0.241, atom 8 (H): 0.220, atom 9 (H): 0.249, atom 10 (H): 0.113, atom 11 (H): 0.247

***

One molecule with the formula C3H5FS2. Source: the Open Molecules 2025 dataset; level of theory: wB97M-V/def2-TZVPD.

Values from the calculation:
Electronic energy = -1013.4692 hartree
HOMO = -8.9 eV
Largest force on an atom = 4.52 eV/A
SMILES = CSC(=S)CF
Multiplicity = 1
Lowest unoccupied orbital energy = -0.6 eV
Energy relative to the best compared isomer or geometry (same formula, charge and spin) = 36.46 kcal/mol

Positions of all 11 atoms, in Å:
S (-0.4409, 1.8894, -0.2177)
S (-0.1316, -1.0976, -0.1710)
F (2.2820, -0.7420, -0.3392)
C (0.4856, 0.5100, -0.0613)
C (1.9274, 0.5528, 0.0824)
C (-1.9780, -0.8146, -0.0327)
H (2.2816, 0.4412, 1.3642)
H (-2.5032, -1.8169, 0.2399)
H (2.5358, 1.4351, -0.4694)
H (-2.1586, 0.1594, 0.5995)
H (-2.3000, -0.5169, -0.9947)

Calculated atomic charges, method natural (NBO), unit e: atom 1 (S): -0.043, atom 2 (S): 0.386, atom 3 (F): -0.375, atom 4 (C): -0.357, atom 5 (C): -0.030, atom 6 (C): -0.761, atom 7 (H): 0.214, atom 8 (H): 0.244, atom 9 (H): 0.238, atom 10 (H): 0.261, atom 11 (H): 0.223

***

C3H5HgLiO3 as an isolated structure. Source: the Open Molecules 2025 dataset; level of theory: wB97M-V/def2-TZVPD.

Values from the calculation:
Expectation value of S² = 2.008
Electronic energy = -503.2932 hartree
HOMO (spin up / spin down) = -19.0 / -20.1 eV
Largest force on an atom = 2.54 eV/A
Total charge = +2
Multiplicity = 3
Lowest unoccupied orbital energy (spin up / spin down) = -7.7 / -12.2 eV
Energy relative to the best compared isomer or geometry (same formula, charge and spin) = 0.00 kcal/mol

Positions of all 13 atoms, in Å:
Hg (-2.0967, 2.5764, -1.5125)
O (4.8667, 0.0644, -0.1879)
O (-0.8311, 0.9489, -0.0474)
O (2.7193, 0.6910, 0.4027)
C (-1.5096, -0.0774, 0.5463)
C (3.7955, 0.3544, 0.1123)
C (-1.1003, -1.3064, -0.3640)
Li (0.9484, 1.4498, 0.8037)
H (-1.1474, -0.2997, 1.5611)
H (-1.3573, -2.1953, 0.2243)
H (-1.6436, -1.2459, -1.3112)
H (-2.6009, 0.0351, 0.4690)
H (-0.0430, -0.9952, -0.6964)

Calculated atomic charges, method natural (NBO), unit e: atom 1 (Hg): 0.925, atom 2 (O): -0.369, atom 3 (O): -0.502, atom 4 (O): -0.699, atom 5 (C): -0.109, atom 6 (C): 1.082, atom 7 (C): -0.541, atom 8 (Li): 0.975, atom 9 (H): 0.233, atom 10 (H): 0.297, atom 11 (H): 0.243, atom 12 (H): 0.233, atom 13 (H): 0.230

***

A 2-piece molecular cluster, C3H5I overall. Source: the Open Molecules 2025 dataset; level of theory: wB97M-V/def2-TZVPD.

Values from the calculation:
Electronic energy = -414.7608 hartree
HOMO (spin up / spin down) = -8.3 / -8.4 eV
Largest force on an atom = 4.40 eV/A
Multiplicity = 1
Lowest unoccupied orbital energy (spin up / spin down) = -0.2 / -0.7 eV
Energy relative to the best compared isomer or geometry (same formula, charge and spin) = 134.01 kcal/mol

Positions of all 9 atoms, in Å:
I (-3.5123, -0.1626, -0.1836)
C (-1.7018, 0.7537, 0.0902)
C (0.0709, -0.6148, 0.0218)
C (1.4247, -0.0939, -0.0013)
H (-1.5062, 1.5102, -0.6708)
H (2.0770, -0.9476, -0.2213)
H (1.5727, 0.6839, -0.7506)
H (-0.1738, -1.4043, 0.7351)
H (1.7488, 0.2755, 0.9805)

Calculated atomic charges, method natural (NBO), unit e: atom 1 (I): 0.185, atom 2 (C): -0.440, atom 3 (C): 0.025, atom 4 (C): -0.764, atom 5 (H): 0.143, atom 6 (H): 0.242, atom 7 (H): 0.225, atom 8 (H): 0.146, atom 9 (H): 0.237

***

A 2-piece molecular cluster, C3H5I overall. Source: the Open Molecules 2025 dataset; level of theory: wB97M-V/def2-TZVPD.

Values from the calculation:
Electronic energy = -414.8993 hartree
HOMO = -10.0 eV
Largest force on an atom = 5.17 eV/A
SMILES = C#CC.I
Multiplicity = 1
Lowest unoccupied orbital energy = 0.7 eV
Energy relative to the best compared isomer or geometry (same formula, charge and spin) = 47.11 kcal/mol

Positions of all 9 atoms, in Å:
I (5.0485, 0.0109, 0.0058)
C (-0.5207, -0.7488, -0.0598)
C (0.1376, -1.7332, 0.0733)
C (-1.2973, 0.4684, 0.1415)
H (-0.5966, 1.2234, 0.7662)
H (4.2637, 1.0218, -0.9115)
H (0.4829, -2.7135, -0.0654)
H (-2.1804, 0.1668, 0.5490)
H (-1.4270, 0.8153, -0.9151)

Calculated atomic charges, method natural (NBO), unit e: atom 1 (I): -0.096, atom 2 (C): 0.002, atom 3 (C): -0.265, atom 4 (C): -0.680, atom 5 (H): 0.244, atom 6 (H): 0.096, atom 7 (H): 0.229, atom 8 (H): 0.233, atom 9 (H): 0.236

***

C3H5I2N2 as an isolated structure. Source: the Open Molecules 2025 dataset; level of theory: wB97M-V/def2-TZVPD.

Values from the calculation:
Electronic energy = -821.8675 hartree
HOMO (spin up / spin down) = -12.7 / -12.7 eV
Largest force on an atom = 2.88 eV/A
Total charge = +1
Multiplicity = 1
Lowest unoccupied orbital energy (spin up / spin down) = -6.5 / -6.5 eV
Energy relative to the best compared isomer or geometry (same formula, charge and spin) = 45.30 kcal/mol

Positions of all 12 atoms, in Å:
I (3.1468, -0.0644, -0.2795)
I (-0.2466, 3.2899, -0.2757)
N (0.2422, -0.2184, 0.0475)
N (1.4291, -1.4361, 1.6409)
C (-0.6678, 0.4442, -0.3923)
C (-1.8673, 0.3738, -1.2412)
C (1.3595, -0.5772, 0.6278)
H (-1.6908, 1.1772, -1.9547)
H (0.6643, -1.6560, 2.2517)
H (-1.8599, -0.4943, -1.8315)
H (2.2674, -1.3645, 2.1779)
H (-2.7768, 0.5257, -0.7710)

Calculated atomic charges, method natural (NBO), unit e: atom 1 (I): 0.382, atom 2 (I): -0.145, atom 3 (N): -0.491, atom 4 (N): -0.693, atom 5 (C): 0.618, atom 6 (C): -0.733, atom 7 (C): 0.358, atom 8 (H): 0.295, atom 9 (H): 0.432, atom 10 (H): 0.259, atom 11 (H): 0.429, atom 12 (H): 0.290

***

A 2-piece molecular cluster, C3H5I3Si overall. Source: the Open Molecules 2025 dataset; level of theory: wB97M-V/def2-TZVPD.

Values from the calculation:
Electronic energy = -1299.8899 hartree
HOMO = -9.0 eV
Largest force on an atom = 5.32 eV/A
Multiplicity = 1
Lowest unoccupied orbital energy = -1.1 eV
Energy relative to the best compared isomer or geometry (same formula, charge and spin) = 55.05 kcal/mol

Positions of all 12 atoms, in Å:
I (3.9932, 0.9734, 1.0038)
I (1.7487, -2.1974, 2.4099)
I (3.4111, -2.1979, -1.2139)
Si (2.3646, -0.8124, 0.4921)
C (0.1969, 0.3836, -0.3633)
C (-0.9351, 0.0099, 0.0849)
C (-2.2511, 0.6848, -0.3769)
H (-3.2038, 0.4654, 0.0420)
H (-1.0426, -0.6345, 0.9282)
H (0.3468, 1.1348, -1.2305)
H (-2.4088, 0.3392, -1.3745)
H (-2.2199, 1.8511, -0.4017)

Calculated atomic charges, method natural (NBO), unit e: atom 1 (I): -0.147, atom 2 (I): -0.133, atom 3 (I): -0.134, atom 4 (Si): 0.553, atom 5 (C): -0.291, atom 6 (C): -0.286, atom 7 (C): -0.650, atom 8 (H): 0.225, atom 9 (H): 0.216, atom 10 (H): 0.210, atom 11 (H): 0.218, atom 12 (H): 0.217

***

One molecule with the formula C3H5IN3P. Source: the Open Molecules 2025 dataset; level of theory: wB97M-V/def2-TZVPD.

Values from the calculation:
Electronic energy = -920.5802 hartree
HOMO = -9.3 eV
Largest force on an atom = 4.03 eV/A
SMILES = Cc1nnc(I)n1P
Multiplicity = 1
Lowest unoccupied orbital energy = 0.4 eV
Energy relative to the best compared isomer or geometry (same formula, charge and spin) = 0.00 kcal/mol

Positions of all 13 atoms, in Å:
I (2.6516, 1.1827, 3.8618)
P (-0.4035, 0.1627, 2.1645)
N (2.7213, 0.1238, -0.0729)
N (1.1433, 0.3239, 1.4313)
N (3.3568, 0.5819, 1.0512)
C (1.4902, -0.0820, 0.0994)
C (0.5330, -0.5285, -1.0071)
C (2.3788, 0.7598, 1.9002)
H (-0.7363, 1.5039, 2.1840)
H (0.1826, 0.2692, 3.4794)
H (0.3431, -1.5192, -0.9027)
H (-0.3752, 0.1742, -1.0439)
H (0.9091, -0.4713, -2.0080)

Calculated atomic charges, method natural (NBO), unit e: atom 1 (I): 0.224, atom 2 (P): 0.552, atom 3 (N): -0.292, atom 4 (N): -0.702, atom 5 (N): -0.291, atom 6 (C): 0.356, atom 7 (C): -0.650, atom 8 (C): 0.165, atom 9 (H): -0.047, atom 10 (H): -0.019, atom 11 (H): 0.228, atom 12 (H): 0.224, atom 13 (H): 0.251

***

One molecule with the formula C3H5IO. Source: the Open Molecules 2025 dataset; level of theory: wB97M-V/def2-TZVPD.

Values from the calculation:
Electronic energy = -490.1237 hartree
HOMO = -9.0 eV
Largest force on an atom = 4.48 eV/A
Multiplicity = 1
Lowest unoccupied orbital energy = 0.1 eV
Energy relative to the best compared isomer or geometry (same formula, charge and spin) = 56.03 kcal/mol

Positions of all 10 atoms, in Å:
I (3.1387, 3.2724, 1.5032)
O (1.3436, 1.4952, 0.3266)
C (-0.4616, -0.0740, 0.4096)
C (0.7068, 0.4451, -0.4103)
C (2.6571, 1.4236, 0.5327)
H (1.5591, -0.3771, -0.5127)
H (0.4405, 0.9077, -1.4037)
H (-1.1734, -0.5904, -0.0948)
H (0.1901, -0.6553, 1.0924)
H (-0.9360, 0.7186, 0.9457)

Calculated atomic charges, method natural (NBO), unit e: atom 1 (I): 0.040, atom 2 (O): -0.546, atom 3 (C): -0.633, atom 4 (C): -0.067, atom 5 (C): 0.145, atom 6 (H): 0.200, atom 7 (H): 0.196, atom 8 (H): 0.222, atom 9 (H): 0.217, atom 10 (H): 0.224

***

One molecule with the formula C3H5IO2. Source: the Open Molecules 2025 dataset; level of theory: wB97M-V/def2-TZVPD.

Values from the calculation:
Electronic energy = -565.4712 hartree
HOMO = -9.9 eV
Largest force on an atom = 0.59 eV/A
SMILES = CCOC(=O)I
Multiplicity = 1
Lowest unoccupied orbital energy = 0.3 eV
Energy relative to the best compared isomer or geometry (same formula, charge and spin) = 0.00 kcal/mol

Positions of all 11 atoms, in Å:
I (2.7924, -0.5991, -1.3232)
O (1.2886, 1.8671, -1.5722)
O (0.7572, 0.8188, 0.3245)
C (0.0424, -0.4121, 0.5756)
C (-1.4518, -0.2210, 0.3477)
C (1.3864, 0.9431, -0.8410)
H (0.4469, -1.2195, -0.0274)
H (-1.6792, 0.8316, 0.2076)
H (-2.0072, -0.5722, 1.2134)
H (-1.8105, -0.7700, -0.5191)
H (0.2347, -0.6667, 1.6140)

Calculated atomic charges, method natural (NBO), unit e: atom 1 (I): 0.003, atom 2 (O): -0.519, atom 3 (O): -0.516, atom 4 (C): -0.081, atom 5 (C): -0.647, atom 6 (C): 0.693, atom 7 (H): 0.199, atom 8 (H): 0.236, atom 9 (H): 0.220, atom 10 (H): 0.216, atom 11 (H): 0.196

***

C3H5InO2 as an isolated structure. Source: the Open Molecules 2025 dataset; level of theory: wB97M-V/def2-TZVPD.

Values from the calculation:
Expectation value of S² = 0.756
Electronic energy = -457.4001 hartree
HOMO (spin up / spin down) = -12.8 / -14.9 eV
Largest force on an atom = 2.50 eV/A
Total charge = +1
Multiplicity = 2
Lowest unoccupied orbital energy (spin up / spin down) = -6.9 / -6.9 eV

Positions of all 11 atoms, in Å:
In (-1.4590, 0.3024, -1.6931)
O (0.5314, 0.7525, -0.0771)
O (0.9867, -1.3588, -0.1134)
C (0.4607, -0.3324, -0.7632)
C (0.6940, -1.6120, 1.2079)
C (-0.4098, 1.7939, -0.6126)
H (1.0473, -2.5881, 1.5291)
H (-2.1113, -0.9837, -0.5666)
H (-0.8211, 2.2632, 0.2938)
H (0.2398, 2.5397, -1.0945)
H (0.8414, -0.7768, 1.8899)

Calculated atomic charges, method Mulliken, unit e: atom 1 (In): 0.784, atom 2 (O): -0.167, atom 3 (O): -0.198, atom 4 (C): 0.256, atom 5 (C): -0.406, atom 6 (C): -0.589, atom 7 (H): 0.305, atom 8 (H): -0.011, atom 9 (H): 0.343, atom 10 (H): 0.387, atom 11 (H): 0.297